[1]
{
  "formula": "C3H4NS",
  "method": "wB97M-V/def2-TZVPD",
  "species": ["C", "C", "C", "N", "S", "H", "H", "H", "H"],
  "xyz": [[-0.839521, -1.095721, 0.016214], [-1.027287, -2.343486, 0.299233], [-0.175707, -0.034361, 0.714175], [-0.126622, -0.166749, -0.807060], [-1.434621, -3.526903, 1.141393], [0.867235, -0.160371, 1.250975], [-0.698121, 0.692792, 1.230569], [0.735321, -0.357167, -1.378446], [-0.705879, 0.467212, -1.306332]],
  "forces_ev_per_a": [[0.722, 0.484, 0.133], [-0.377, -0.429, 0.196], [3.777, -1.366, 0.930], [0.819, 0.151, -0.614], [-0.223, -1.306, 0.098], [-2.002, -0.187, -1.471], [-1.314, 2.007, 0.047], [-0.656, -0.140, 1.228], [-0.747, 0.786, -0.548]],
  "multiplicity": 1,
  "total_charge": 1,
  "orbital_gap_ev": 8.1742,
  "e_homo_ev": -13.65,
  "smiles": "S=C=C1C[NH2+]1"
}

---

[2]
{
  "formula": "C3H4NS",
  "method": "wB97M-V/def2-TZVPD",
  "species": ["C", "C", "C", "N", "S", "H", "H", "H", "H"],
  "xyz": [[-0.748967, 0.822679, -0.174624], [1.306661, 1.027810, 0.863723], [0.236827, -1.256314, -0.252834], [0.126258, 1.409364, 0.410499], [1.628054, -0.674605, 0.599837], [-1.742402, 1.072548, -0.552543], [2.076723, 1.568719, 1.444442], [-0.679819, -1.016524, 0.182095], [0.515041, -2.112825, -0.958671]],
  "forces_ev_per_a": [[0.584, 0.708, -1.902], [1.165, -2.612, 0.440], [3.761, 0.785, -0.466], [-0.153, 0.109, 0.768], [-1.520, 0.950, -0.628], [-0.074, -0.800, 0.534], [-0.843, 0.101, -0.720], [-1.867, -0.573, 0.906], [-1.052, 1.332, 1.069]],
  "multiplicity": 1,
  "total_charge": 1,
  "orbital_gap_ev": 7.5414,
  "e_homo_ev": -14.34
}

---

[3]
{
  "formula": "C3H4NS",
  "method": "wB97M-V/def2-TZVPD",
  "species": ["C", "C", "C", "N", "S", "H", "H", "H", "H"],
  "xyz": [[1.189236, -0.032207, -0.280331], [2.080894, 0.627859, 0.254841], [-1.201552, -0.185293, -0.279278], [-0.002468, -0.630466, -0.630561], [-0.987757, 0.973835, 0.853503], [2.728494, 0.021171, 0.812509], [-2.209371, 1.451611, 1.077649], [-1.901797, -0.786216, -0.718623], [0.304321, -1.440292, -1.089710]],
  "forces_ev_per_a": [[-0.864, 1.169, 0.611], [-1.624, -1.727, -1.345], [3.279, -0.462, 0.377], [2.502, 1.561, -0.055], [-0.609, 1.869, 1.304], [2.068, 0.479, 1.385], [-0.668, -0.291, -0.241], [-2.862, -0.749, -0.581], [-1.222, -1.849, -1.454]],
  "multiplicity": 1,
  "total_charge": 1,
  "orbital_gap_ev": 8.8005,
  "e_homo_ev": -14.97
}

---

[4]
{
  "formula": "C3H4NS",
  "method": "wB97M-V/def2-TZVPD",
  "species": ["C", "C", "C", "N", "S", "H", "H", "H", "H"],
  "xyz": [[1.630938, -0.681598, -0.287698], [-1.748291, -0.456098, 0.145848], [-0.341468, 0.818953, -0.096491], [0.744509, 0.017947, -0.186530], [-3.275482, -0.027040, -0.122419], [2.505622, -1.177000, -0.593017], [-1.221412, -1.436795, 0.439470], [-0.733502, 1.050429, -1.092147], [-0.558822, 1.297790, 0.861961]],
  "forces_ev_per_a": [[-0.288, 0.256, -0.398], [0.176, 0.464, -0.325], [-4.203, -2.439, 0.213], [0.808, 0.256, 0.398], [2.513, -0.785, 0.524], [0.855, -0.691, 0.096], [-1.128, 1.368, -0.374], [0.534, 0.994, 0.549], [0.734, 0.578, -0.684]],
  "multiplicity": 1,
  "total_charge": 1,
  "orbital_gap_ev": 8.3860,
  "e_homo_ev": -13.44
}

---

[5]
{
  "formula": "C3H4NS",
  "method": "wB97M-V/def2-TZVPD",
  "species": ["C", "C", "C", "N", "S", "H", "H", "H", "H"],
  "xyz": [[-0.669684, 2.029614, -1.820811], [-0.655209, 0.534543, 0.045733], [0.669092, -0.104641, -0.548289], [-1.083615, 1.502608, -0.854757], [1.168679, 0.975611, -2.021543], [-1.325678, -0.226287, 0.280711], [-0.404337, 1.198675, 0.928302], [1.306797, -0.104927, 0.334328], [0.660975, -1.257984, -0.782800]],
  "forces_ev_per_a": [[0.769, -1.945, 1.661], [2.692, 0.471, 1.842], [-0.712, -1.420, 0.531], [-0.144, 1.973, -3.961], [-1.295, 0.252, 0.779], [-1.548, -0.873, 0.423], [-0.177, -1.425, -0.442], [0.919, 0.579, -0.542], [-0.504, 2.387, -0.289]],
  "multiplicity": 1,
  "total_charge": 1,
  "orbital_gap_ev": [6.8487, 6.7596],
  "e_homo_ev": [-15.81, -15.76]
}

---

[6]
{
  "formula": "C3H4O",
  "method": "wB97M-V/def2-TZVPD",
  "species": ["O", "C", "C", "C", "H", "H", "H", "H"],
  "xyz": [[1.044286, -0.067983, 1.106262], [0.441208, 0.277016, -0.090596], [-0.447046, -1.074380, -0.630754], [-1.338019, -0.225747, -0.388441], [1.311809, -0.994713, 1.026471], [0.012566, 1.276464, 0.068523], [1.123616, 0.371281, -0.939866], [-2.148420, 0.438063, -0.151600]],
  "forces_ev_per_a": [[0.071, -0.228, 0.018], [0.221, 0.394, -0.109], [-0.538, 0.305, 0.024], [0.254, -0.328, -0.046], [-0.019, 0.128, 0.071], [-0.015, -0.104, -0.065], [-0.114, -0.051, 0.146], [0.141, -0.116, -0.040]],
  "multiplicity": 1,
  "total_charge": 0,
  "orbital_gap_ev": 11.1595,
  "e_homo_ev": -10.13
}

---

[7]
{
  "formula": "C3H4O",
  "method": "wB97M-V/def2-TZVPD",
  "species": ["C", "C", "C", "O", "H", "H", "H", "H"],
  "xyz": [[-0.047063, -0.100812, -1.416959], [-0.132543, 0.567289, 0.035460], [-0.422365, -0.932287, -0.257454], [0.800611, 0.820254, 1.069379], [1.593566, 1.359029, 0.861577], [-0.995302, 1.142811, 0.120386], [-1.296798, -1.428843, -0.314444], [0.499891, -1.427441, -0.097947]],
  "forces_ev_per_a": [[0.647, 0.926, 1.283], [0.783, -3.223, -0.275], [2.140, 4.454, -0.607], [0.516, -0.071, -0.547], [-1.031, -0.360, -0.515], [-1.311, 1.291, -0.115], [-2.723, -1.849, 0.361], [0.979, -1.168, 0.415]],
  "multiplicity": 1,
  "total_charge": 0,
  "orbital_gap_ev": 8.3765,
  "e_homo_ev": -9.00
}

---

[8]
{
  "formula": "C3H4O2",
  "method": "wB97M-V/def2-TZVPD",
  "species": ["C", "C", "C", "O", "O", "H", "H", "H", "H"],
  "xyz": [[0.042579, -0.362529, -0.290381], [-0.662410, 0.474350, 0.480414], [1.403615, 0.847568, 0.454247], [0.227752, 1.151044, 1.207357], [-0.529825, -0.841665, -1.436883], [0.701461, -1.203732, 0.246896], [-1.663509, 0.661398, 0.523788], [2.145485, 0.758667, 1.146928], [-1.171895, -0.233385, -1.666324]],
  "forces_ev_per_a": [[1.712, -3.648, 0.340], [1.178, 0.811, 1.640], [-4.012, 2.010, -1.810], [1.724, -0.800, -1.014], [2.642, -2.003, 0.734], [-1.200, 1.889, -1.093], [-2.456, 0.815, 0.070], [2.439, -1.040, 2.281], [-2.027, 1.966, -1.149]],
  "multiplicity": 1,
  "total_charge": 0,
  "orbital_gap_ev": [8.2936, 8.2937],
  "e_homo_ev": [-8.04, -8.04]
}

---

[9]
{
  "formula": "C3H4O2",
  "method": "wB97M-V/def2-TZVPD",
  "species": ["C", "C", "C", "O", "O", "H", "H", "H", "H"],
  "xyz": [[-0.372818, -2.339816, -1.094074], [0.407337, -0.022217, 1.054430], [-0.658025, -0.024256, 0.137096], [0.794344, -2.668453, -1.115791], [-0.891847, -0.396075, 1.483312], [-1.310275, -2.655657, -1.531883], [1.079241, -0.993499, 1.001679], [0.832627, 0.924676, 1.609930], [-1.189347, 0.715403, -0.526848]],
  "forces_ev_per_a": [[3.976, 1.849, 1.265], [3.627, -0.681, 1.717], [-1.307, -1.032, -1.276], [-3.846, 0.272, -0.248], [-1.228, 0.749, -1.078], [-0.193, -0.871, -0.508], [-0.759, 2.398, 0.162], [-0.710, -1.911, -1.380], [0.438, -0.773, 1.344]],
  "multiplicity": 1,
  "total_charge": 0,
  "orbital_gap_ev": [8.3631, 8.6422],
  "e_homo_ev": [-8.01, -8.09]
}

---

[10]
{
  "formula": "C3H4O2",
  "method": "wB97M-V/def2-TZVPD",
  "species": ["C", "C", "C", "H", "H", "H", "H", "O", "O"],
  "xyz": [[-1.188989, 0.122232, -0.693524], [-0.171948, 0.822892, -0.059933], [1.298536, -0.802638, 0.648624], [-1.245816, -0.903572, -0.758597], [-1.847325, 0.812461, -1.298059], [-0.649505, 1.920195, 0.048725], [2.188499, -0.982803, 1.323128], [0.926538, 0.584581, 0.772431], [0.690011, -1.573348, 0.017205]],
  "forces_ev_per_a": [[2.273, 3.295, 0.398], [-4.371, 2.898, 0.048], [0.997, 2.480, 2.139], [-0.263, -1.864, -0.489], [0.515, -1.122, 1.059], [2.476, -2.019, -0.141], [-0.734, 0.203, -0.795], [-0.813, -2.628, -1.637], [-0.079, -1.244, -0.580]],
  "multiplicity": 1,
  "total_charge": 0,
  "orbital_gap_ev": 10.4087,
  "e_homo_ev": -9.44,
  "smiles": "C=COC=O"
}

---

Relative energy (zero: lowest compared OMol25 entry of this formula, charge and spin) per entry: 241.8, 347.0, 346.0, 283.9, 410.1, 338.9, 452.1, 590.1, 578.1, 199.5 kJ/mol